1.
11 unconnected molecules or ions with the total composition C5H35N3O10 in a non-equilibrium geometry. Source: the OMol25 dataset; level of theory: the ωB97M-V functional and the def2-TZVPD basis.

ORCA input file:
```
! wB97M-V def2-TZVPD RIJCOSX def2/J DEFGRID3
* xyz 0 1
C -2.38 0.24 0.77
C -1.29 -0.81 0.74
C -1.19 -1.59 2.09
C -1.43 -0.90 3.41
N -0.25 -0.11 3.80
N -0.01 -0.27 0.30
C 0.52 1.07 0.55
N 1.87 1.13 -0.02
H -2.35 0.85 1.66
H -2.28 0.98 -0.03
H -3.37 -0.20 0.67
H -1.53 -1.65 0.08
H -0.24 -2.12 2.22
H -1.80 -2.50 1.98
H -1.77 -1.54 4.23
H -2.23 -0.14 3.36
H 0.17 -0.32 4.69
H 0.48 -0.13 3.09
H 0.72 -0.96 0.48
H 0.65 1.27 1.62
H -0.12 1.80 0.05
H 2.41 0.43 0.48
H 1.87 0.92 -1.01
O 0.96 3.50 2.53
H 1.35 2.96 1.82
H 0.65 3.04 3.30
O 3.77 0.13 -2.69
H 3.25 -0.33 -3.33
H 3.82 -0.44 -1.90
O -3.07 -1.27 -2.86
H -2.74 -0.35 -2.99
H -2.36 -1.74 -3.32
O -1.83 4.03 1.44
H -1.91 3.17 1.86
H -0.96 4.37 1.72
O 3.23 -3.71 -0.77
H 2.47 -4.31 -0.80
H 3.33 -3.21 -1.58
O 3.48 -1.14 0.15
H 4.36 -1.26 0.47
H 3.05 -1.95 -0.19
O 1.78 -1.75 -2.84
H 1.44 -1.23 -2.10
H 0.96 -2.09 -3.24
O -1.39 3.76 -1.29
H -1.75 4.10 -0.44
H -0.48 4.07 -1.38
O -0.68 -2.96 -2.88
H -0.98 -2.83 -1.98
H -0.79 -3.90 -3.00
O -1.79 1.66 -3.19
H -1.30 1.83 -2.37
H -2.34 2.44 -3.36
*
```

As for the SMILES: C[C@H](CCN)NCN.O.O.O.O.O.O.O.O.O.O. The value obtained for the gap between HOMO and LUMO is 8.633 eV. The calculation puts the LUMO energy at -0.23 eV. For the HOMO energy, the calculation gives -8.862 eV.

Here are the Mulliken charges for atoms 1 to 8, given in e: -1.4515 1.0636 -1.0840 -0.6761 -0.4366 0.2388 -0.4982 -0.5503



2.
12 unconnected molecules or ions with the total composition C5H35NO13S in a non-equilibrium geometry. Source: the OMol25 dataset; level of theory: the ωB97M-V functional and the def2-TZVPD basis.

ORCA input file:
```
! wB97M-V def2-TZVPD RIJCOSX def2/J DEFGRID3
* xyz 0 1
C -1.65 -1.89 -0.94
N -1.23 -1.06 0.22
C -0.95 0.32 -0.15
C -1.38 1.24 0.99
C -1.17 2.75 0.78
S -1.70 3.33 -0.86
C 0.59 0.51 -0.48
O 0.65 1.03 -1.81
O 1.29 -0.68 -0.44
H -2.73 -2.00 -0.98
H -1.29 -1.42 -1.85
H -1.28 -2.92 -0.92
H -0.40 -1.56 0.51
H -1.49 0.60 -1.05
H -0.87 0.94 1.91
H -2.44 1.06 1.11
H -0.12 3.00 0.95
H -1.66 3.30 1.59
H -0.47 3.34 -1.37
H 1.02 1.27 0.18
H 1.57 1.12 -2.06
H 2.10 -0.70 0.12
O -3.98 1.05 -1.69
H -4.62 1.77 -1.65
H -3.54 1.13 -2.54
O 3.49 1.15 3.23
H 3.52 2.11 3.15
H 2.57 0.89 3.45
O 2.54 0.11 -4.05
H 1.60 0.35 -4.14
H 3.02 0.50 -4.78
O -0.20 -0.24 -4.10
H -0.21 0.27 -3.26
H -0.03 -1.13 -3.75
O 1.36 -2.95 -2.11
H 0.88 -2.17 -1.80
H 2.25 -2.74 -1.82
O -2.44 -1.21 3.09
H -3.15 -1.76 3.46
H -2.55 -1.19 2.12
O -4.67 0.37 2.15
H -3.85 -0.09 2.39
H -4.61 0.60 1.23
O 1.01 0.13 3.47
H 0.32 0.15 4.14
H 1.06 -0.79 3.18
O 0.53 -2.82 2.67
H 0.30 -3.44 1.97
H -0.30 -2.36 2.87
O 4.44 1.20 -2.21
H 3.55 1.14 -2.58
H 4.59 0.43 -1.65
O 3.41 -0.60 1.13
H 3.54 0.02 1.86
H 3.80 -1.48 1.14
*
```

As for the SMILES: CN[C@@H](CCS)C(O)O.O.O.O.O.O.O.O.O.O.O.O. The value obtained for the gap between HOMO and LUMO is 9.120 eV. The calculation puts the LUMO energy at 0.05 eV. For the HOMO energy, the calculation gives -9.066 eV.

Here are the Mulliken charges for atoms 1 to 8, given in e: -0.9901 0.2917 0.5681 -0.3773 -0.9926 -0.2179 0.0272 -0.5664



3.
14 unconnected molecules or ions with the total composition C5H36NO15 in a non-equilibrium geometry. Source: the OMol25 dataset; level of theory: the ωB97M-V functional and the def2-TZVPD basis.

ORCA input file:
```
! wB97M-V def2-TZVPD RIJCOSX def2/J DEFGRID3
* xyz -1 1
O 0.00 -0.28 2.28
C -1.26 -0.18 2.08
O -2.09 0.04 2.97
C -1.58 -0.34 0.58
C -2.52 -1.53 0.35
C -3.21 -1.61 -1.04
C -1.81 -2.79 0.79
N -0.49 -0.16 -0.42
H -2.18 0.61 0.32
H -3.34 -1.25 1.05
H -2.65 -2.28 -1.74
H -3.14 -0.67 -1.56
H -4.25 -1.84 -0.97
H -2.35 -3.68 0.38
H -1.83 -2.91 1.88
H -0.83 -2.87 0.34
H 0.38 0.05 0.05
H -0.43 -0.99 -1.01
H -2.43 3.51 2.33
H -2.27 2.24 2.98
O -1.91 3.14 3.06
H 0.44 0.64 -4.12
H -0.82 0.18 -3.39
O -0.07 -0.15 -3.91
H -2.48 1.78 -2.00
H -1.14 1.41 -1.38
O -1.53 1.69 -2.25
H -1.17 3.44 -2.45
H -0.46 4.08 -1.25
O -1.00 4.31 -2.02
H 1.63 -1.74 3.77
H 1.96 -3.18 3.19
O 1.90 -2.64 3.98
H -0.30 3.63 1.42
H 0.26 2.08 1.22
O -0.25 2.82 0.91
H 2.33 0.05 -1.43
H 3.19 -0.31 -2.66
O 2.45 -0.60 -2.13
H 1.82 2.71 -0.06
H 2.76 1.55 0.48
O 2.56 2.13 -0.28
H 0.98 0.28 3.61
H 1.10 -0.04 5.12
O 1.64 0.19 4.36
H 1.35 2.56 -2.60
H 2.47 1.49 -2.62
O 2.00 2.14 -3.17
H 2.32 -4.37 -0.16
H 2.50 -2.99 -0.68
O 3.00 -3.69 -0.25
H 3.06 0.10 2.69
H 1.65 0.54 2.14
O 2.62 0.67 2.06
H 1.80 -2.27 -3.16
H 0.55 -2.01 -4.05
O 1.09 -2.69 -3.64
*
```

The value obtained for the gap between HOMO and LUMO is 9.071 eV. The calculation puts the LUMO energy at 2.43 eV. For the HOMO energy, the calculation gives -6.639 eV.

Here are the Mulliken charges for atoms 1 to 8, given in e: -0.9126 0.0399 -0.8206 0.5534 0.4495 -1.3736 -1.4247 0.4822



4.
12 unconnected molecules or ions with the total composition C5H37N2O12 in a non-equilibrium geometry. Source: the OMol25 dataset; level of theory: the ωB97M-V functional and the def2-TZVPD basis.

ORCA input file:
```
! wB97M-V def2-TZVPD RIJCOSX def2/J DEFGRID3
* xyz 2 2
N 1.67 -0.70 -1.53
C 0.89 0.55 -1.76
C 1.84 1.76 -1.61
O 3.12 1.34 -2.01
C -0.33 0.53 -0.85
N -1.30 1.56 -1.37
C -2.19 1.02 -2.38
C -2.07 2.11 -0.24
H 2.22 -0.94 -2.36
H 2.30 -0.58 -0.74
H 1.02 -1.49 -1.39
H 0.59 0.43 -2.80
H 1.43 2.55 -2.24
H 1.91 2.05 -0.56
H 3.54 1.96 -2.60
H -0.07 0.93 0.11
H -0.81 -0.43 -0.77
H -2.87 0.29 -1.93
H -2.78 1.80 -2.87
H -1.62 0.52 -3.15
H -1.37 2.58 0.44
H -2.76 2.87 -0.60
H -2.76 1.38 0.19
H -0.50 -4.27 2.21
H -0.21 -2.76 2.14
O -0.64 -3.51 1.62
H 2.17 3.96 1.30
H 0.74 4.39 0.78
O 1.66 4.65 0.85
H -2.78 -1.61 -0.84
H -3.22 -1.96 -2.28
O -2.48 -1.59 -1.78
H -2.11 -2.76 1.33
H -3.69 -2.59 1.20
O -2.86 -2.11 1.14
H -0.23 -3.30 -0.16
H -1.14 -2.71 -1.31
O -0.22 -2.91 -1.05
H -0.37 1.20 3.40
H 0.33 2.49 3.85
O 0.47 1.69 3.33
H -2.55 -0.15 3.65
H -1.96 -0.69 2.26
O -1.84 -0.08 3.01
H 1.43 -1.18 2.31
H 0.02 -0.88 2.93
O 0.65 -1.57 2.78
H 1.97 2.05 2.44
H 3.51 2.22 2.23
O 2.69 1.98 1.79
H 1.03 -3.34 -3.94
H 0.69 -2.72 -2.61
O 0.83 -2.49 -3.55
H 2.82 0.27 1.33
H 3.48 -1.18 1.46
O 2.69 -0.69 1.20
*
```

The value obtained for the gap between HOMO and LUMO (alpha / beta) is 11.138 / 5.953 eV. The calculation puts the LUMO energy (alpha / beta) at -5.14 / -10.32 eV. For the HOMO energy (alpha / beta), the calculation gives -16.276 / -16.276 eV.

Here are the Mulliken charges for atoms 1 to 8, given in e: 0.1443 0.0953 -1.0222 -0.5377 0.3303 0.3406 -0.9090 -0.7322



5.
12 unconnected molecules or ions with the total composition C5H37N2O13 in a non-equilibrium geometry. Source: the OMol25 dataset; level of theory: the ωB97M-V functional and the def2-TZVPD basis.

ORCA input file:
```
! wB97M-V def2-TZVPD RIJCOSX def2/J DEFGRID3
* xyz 1 1
C -1.82 -2.73 0.93
O -2.56 -2.56 -0.26
C -0.40 -2.69 0.84
C 0.14 -1.41 0.11
C 0.03 -0.14 1.15
N 0.44 2.87 1.26
C 1.07 1.97 0.32
N 1.22 0.70 0.99
H -2.06 -3.73 1.26
H -2.31 -2.08 1.78
H -2.93 -1.58 -0.35
H -0.01 -3.49 0.20
H 0.11 -2.87 1.76
H 1.23 -1.53 -0.16
H -0.41 -1.16 -0.88
H 0.07 -0.68 2.17
H -0.94 0.44 1.01
H 0.17 3.79 0.87
H -0.32 2.56 1.77
H 2.05 2.40 -0.06
H 2.07 0.11 0.73
H 0.49 -2.28 -2.56
H 1.83 -3.02 -2.59
O 1.41 -2.12 -2.71
H -1.60 0.09 5.30
H -0.15 0.47 5.25
O -0.86 0.20 4.72
H 3.84 0.41 -2.02
H 3.69 1.72 -2.57
O 3.51 0.84 -2.80
H -1.87 -3.46 -3.14
H -1.64 -2.88 -1.63
O -1.16 -3.05 -2.51
H 1.12 1.56 -2.16
H -0.69 1.38 -0.60
O 0.25 1.85 -0.79
H -3.56 1.50 3.26
H -2.12 0.90 3.21
O -2.76 1.34 2.80
H -2.46 2.36 -0.26
H -2.95 0.73 -0.20
O -2.36 1.40 -0.37
H 3.86 1.03 0.40
H 4.60 -0.24 0.00
O 3.87 0.31 -0.22
H 0.38 0.32 -2.77
H 2.07 0.69 -3.29
O 1.12 1.10 -3.04
H -4.58 -0.32 1.18
H -3.16 0.18 1.76
O -3.74 -0.30 1.15
H -1.69 -0.07 -2.06
H -1.14 -1.46 -2.78
O -1.03 -0.42 -2.57
H 4.16 2.13 2.19
H 3.21 3.16 1.50
O 3.82 2.41 1.41
*
```

The value obtained for the gap between HOMO and LUMO is 8.598 eV. The calculation puts the LUMO energy at -2.27 eV. For the HOMO energy, the calculation gives -10.865 eV.

Here are the Mulliken charges for atoms 1 to 8, given in e: -0.2216 -0.6388 -1.4051 1.4275 -0.2415 -0.4568 -0.3410 -0.0325



6.
14 unconnected molecules or ions with the total composition C5H37N2O14. Source: the OMol25 dataset; level of theory: the ωB97M-V functional and the def2-TZVPD basis.

ORCA input file:
```
! wB97M-V def2-TZVPD RIJCOSX def2/J DEFGRID3
* xyz -1 1
C 0.38 3.52 -0.17
O 0.50 3.37 -1.57
C 1.47 2.71 0.57
C 1.20 1.23 0.41
C 2.18 0.30 1.16
C 1.56 -0.29 3.34
N 1.48 -0.55 2.11
N 1.54 3.05 1.99
H -0.61 3.20 0.17
H 0.53 4.59 0.03
H 2.43 2.96 0.10
H 1.24 0.94 -0.65
H 0.18 1.02 0.72
H 2.96 0.91 1.65
H 2.70 -0.35 0.46
H 1.00 -0.92 4.03
H 2.13 0.51 3.82
H 0.69 2.80 2.48
H 1.64 4.04 2.15
H 1.93 1.89 -2.89
H 2.48 0.46 -2.88
O 1.94 1.06 -3.41
H -2.24 -2.19 2.35
H -3.45 -1.40 1.75
O -2.92 -1.51 2.58
H -0.73 -3.53 1.08
H -0.11 -2.48 2.05
O -0.82 -3.16 2.00
H -0.13 2.66 -1.89
H 0.02 0.96 -2.97
O -0.85 1.23 -2.63
H -1.12 0.91 2.71
H -2.44 0.07 2.82
O -2.08 1.00 2.75
H 2.00 -1.43 -1.91
H 3.48 -1.80 -1.65
O 2.95 -1.11 -2.06
H 4.10 1.26 -0.22
H 4.01 0.10 -1.27
O 4.62 0.58 -0.68
H -2.27 0.90 -0.29
H -2.66 1.41 1.14
O -2.87 1.52 0.19
H -0.30 -1.34 -1.41
H 0.18 -2.10 -2.79
O 0.48 -1.95 -1.89
H -3.03 -1.01 -0.33
H -4.19 -0.15 0.11
O -3.93 -1.08 0.08
H -2.30 -2.11 -1.55
H -3.63 -2.83 -1.53
O -2.75 -2.91 -1.94
H -1.07 -0.87 0.14
H -1.13 0.56 -1.97
O -1.38 -0.69 -0.76
H 0.07 -3.35 -0.95
H -1.32 -3.96 -0.93
O -0.43 -4.09 -0.53
*
```

The value obtained for the gap between HOMO and LUMO is 9.701 eV. The calculation puts the LUMO energy at 2.74 eV. For the HOMO energy, the calculation gives -6.965 eV.

Here are the Mulliken charges for atoms 1 to 8, given in e: -0.8950 -0.5981 0.3466 1.6728 -1.2511 -0.5420 -0.1771 -0.5988



7.
14 unconnected molecules or ions with the total composition C5H37N2O14 in a non-equilibrium geometry. Source: the OMol25 dataset; level of theory: the ωB97M-V functional and the def2-TZVPD basis.

ORCA input file:
```
! wB97M-V def2-TZVPD RIJCOSX def2/J DEFGRID3
* xyz -1 1
C 3.05 1.22 -0.99
O 4.24 1.48 -0.30
C 2.80 -0.29 -1.24
C 1.47 -0.66 -1.87
C 0.25 -0.58 -0.92
N -2.57 0.41 -1.07
C -2.09 -0.67 -1.77
N -0.87 -1.05 -1.75
H 2.11 1.64 -0.56
H 3.25 1.74 -1.97
H 2.82 -0.76 -0.25
H 3.70 -0.61 -1.81
H 1.43 0.05 -2.72
H 1.52 -1.68 -2.26
H 0.11 0.47 -0.66
H 0.50 -1.23 -0.10
H -2.01 0.87 -0.37
H -3.57 0.57 -1.14
H -2.71 -1.46 -2.24
H 2.72 0.57 2.17
H 4.17 1.16 0.63
O 3.58 0.13 2.06
H 0.86 1.21 4.11
H 0.70 0.18 2.91
O 0.99 1.11 3.14
H -1.14 2.72 4.00
H -1.38 1.50 4.86
O -0.84 2.34 4.82
H -0.76 -2.38 -0.57
H -1.34 -3.22 0.55
O -0.93 -3.30 -0.33
H 0.58 -1.31 3.98
H 3.45 -0.82 2.21
O 0.17 -1.32 3.11
H 1.49 -1.98 2.64
H 2.50 -3.09 2.36
O 2.51 -2.23 2.79
H 0.37 2.28 2.22
H 0.38 3.56 1.35
O -0.21 3.00 1.86
H -0.13 -1.35 -3.63
H 0.78 -0.83 -4.72
O -0.18 -0.84 -4.44
H -3.62 0.33 -3.51
H -2.69 -0.02 -4.63
O -3.50 -0.36 -4.18
H -0.61 0.71 -4.18
H -0.96 1.20 -2.77
O -0.88 1.52 -3.68
H -1.00 -0.43 3.72
H -2.41 -0.41 4.62
O -1.78 0.11 4.11
H -2.45 2.22 -3.81
H -3.01 2.67 -2.49
O -3.30 2.51 -3.38
H -2.27 -1.74 1.49
H -1.23 -2.41 2.55
O -2.07 -2.48 2.07
*
```

The value obtained for the gap between HOMO and LUMO is 9.661 eV. The calculation puts the LUMO energy at 2.39 eV. For the HOMO energy, the calculation gives -7.272 eV.

Here are the Mulliken charges for atoms 1 to 8, given in e: -0.4436 -0.5695 -0.4594 -0.7883 0.4033 -0.1904 -0.5336 -0.5710



8.
12 unconnected molecules or ions with the total composition C5H37N3O11 in a non-equilibrium geometry. Source: the OMol25 dataset; level of theory: the ωB97M-V functional and the def2-TZVPD basis.

ORCA input file:
```
! wB97M-V def2-TZVPD RIJCOSX def2/J DEFGRID3
* xyz 2 1
C -4.02 0.84 0.33
C -2.55 0.52 0.19
C -2.31 -0.80 -0.58
C -0.84 -1.06 -0.74
C -0.24 -1.98 0.07
N 1.21 -2.16 0.17
N -0.21 -0.32 -1.70
N -1.93 0.40 1.60
H -4.57 0.04 0.80
H -4.17 1.75 0.92
H -4.51 1.01 -0.67
H -2.02 1.44 -0.32
H -2.88 -0.76 -1.57
H -2.81 -1.65 -0.03
H -0.80 -2.58 0.78
H 1.42 -3.12 0.52
H 1.59 -1.45 0.85
H 1.67 -2.00 -0.72
H -0.68 0.38 -2.15
H 0.77 -0.44 -1.87
H -2.10 1.36 2.10
H -0.92 0.20 1.59
H -2.48 -0.39 2.10
H -4.85 -3.89 0.81
H -5.84 -2.75 0.78
O -4.92 -2.93 0.86
H 3.24 -0.81 -2.24
H 2.40 -1.92 -3.11
O 2.43 -1.40 -2.25
H 4.25 2.12 -4.84
H 4.63 3.06 -3.68
O 4.25 2.19 -3.90
H 3.80 -0.52 1.28
H 3.88 -1.58 2.38
O 3.27 -1.12 1.80
H 5.45 -0.31 -2.63
H 4.53 0.90 -2.86
O 4.64 0.09 -2.29
H -3.56 -2.01 3.56
H -4.04 -2.06 2.09
O -3.53 -1.58 2.71
H 1.48 -0.22 2.56
H 1.46 0.90 1.41
O 0.93 0.15 1.81
H 3.33 1.69 0.59
H 2.73 2.83 1.42
O 2.47 2.11 0.84
H 5.55 0.83 0.58
H 4.67 0.50 -0.68
O 4.68 0.66 0.34
H -2.48 1.88 -3.23
H -1.34 2.81 -2.72
O -1.79 1.94 -2.57
H -3.40 2.81 3.56
H -2.23 3.58 3.00
O -2.73 2.81 2.93
*
```

The value obtained for the gap between HOMO and LUMO is 8.864 eV. The calculation puts the LUMO energy at -4.50 eV. For the HOMO energy, the calculation gives -13.366 eV.

Here are the Mulliken charges for atoms 1 to 8, given in e: -1.4640 0.2615 -0.8300 0.5506 -0.6491 0.1017 -0.2369 0.1869



Energy above the lowest of the compared OMol25 structures with the same formula, charge and spin readings, ordered: 232.03, 82.30, 146.52, 0.00, 650.39, 0.00, 227.34, 82.72 kJ/mol
DFT total energy readings, ordered: -1128.13489, -1642.56268, -1395.57493, -1224.51573, -1299.99040, -1375.72545, -1375.63886, -1204.18185 hartree